{
  "formula": "C25H27MgN9O3S3",
  "method": "the ωB97M-V functional and the def2-TZVPD basis",
  "species": ["Mg", "C", "C", "N", "C", "S", "N", "N", "C", "C", "C", "C", "C", "C", "C", "N", "H", "H", "H", "H", "H", "H", "H", "H", "H", "H", "H", "H", "H", "C", "C", "N", "N", "C", "N", "S", "C", "C", "C", "C", "C", "N", "H", "H", "H", "H", "H", "H", "H", "H", "H", "H", "O", "C", "N", "S", "O", "O", "C", "C", "C", "C", "C", "C", "H", "H", "H", "H"],
  "coordinates": [[-0.503, 0.186, 0.074], [4.205, -0.929, 4.396], [3.097, -1.770, 3.767], [1.830, -1.077, 3.767], [1.150, -0.617, 2.697], [1.714, -0.908, 1.119], [0.062, 0.086, 3.051], [-0.589, 0.679, 2.054], [-1.586, 1.471, 2.309], [-2.131, 1.685, 3.690], [-2.096, 2.240, 1.173], [-3.114, 3.184, 1.304], [-3.499, 3.914, 0.194], [-2.860, 3.699, -1.018], [-1.857, 2.746, -1.067], [-1.488, 2.037, -0.010], [5.144, -1.484, 4.384], [3.969, -0.681, 5.432], [4.340, -0.001, 3.840], [2.994, -2.706, 4.324], [3.335, -2.008, 2.733], [1.406, -0.872, 4.658], [-1.611, 1.025, 4.378], [-3.200, 1.462, 3.714], [-1.984, 2.721, 4.004], [-3.609, 3.331, 2.253], [-4.292, 4.646, 0.275], [-3.147, 4.242, -1.906], [-1.325, 2.534, -1.986], [2.591, -0.576, -2.939], [1.606, 0.122, -2.051], [0.379, -0.217, -1.912], [-0.048, -1.328, -2.585], [-1.238, -1.346, -3.251], [-1.612, -2.571, -3.698], [-1.988, 0.057, -3.687], [2.061, 1.271, -1.259], [3.287, 1.887, -1.494], [3.723, 2.868, -0.621], [2.920, 3.201, 0.457], [1.693, 2.570, 0.584], [1.274, 1.626, -0.245], [2.168, -1.470, -3.387], [3.480, -0.850, -2.371], [2.881, 0.093, -3.751], [0.520, -2.160, -2.561], [-1.402, -3.356, -3.096], [-2.572, -2.577, -4.003], [3.894, 1.602, -2.341], [4.675, 3.356, -0.777], [3.238, 3.938, 1.181], [1.021, 2.817, 1.398], [-0.592, -2.839, 1.811], [-1.590, -2.310, 1.371], [-1.653, -1.504, 0.255], [-3.206, -1.189, -0.129], [-3.656, -2.033, -1.208], [-3.439, 0.218, -0.286], [-3.942, -1.839, 1.351], [-5.256, -1.888, 1.770], [-5.526, -2.600, 2.933], [-4.512, -3.267, 3.614], [-3.201, -3.227, 3.162], [-2.930, -2.492, 2.022], [-6.041, -1.396, 1.212], [-6.540, -2.649, 3.308], [-4.759, -3.831, 4.505], [-2.401, -3.763, 3.655]],
  "homo_lumo_gap_ev": 6.61,
  "fmax_ev_per_a": 1.5,
  "lumo_ev": -0.5,
  "de_lowest_kj_mol": 74.2,
  "charge": 0
}

{
  "formula": "C25H27N3O4",
  "method": "the ωB97M-V functional and the def2-TZVPD basis",
  "species": ["C", "C", "O", "C", "C", "C", "C", "C", "O", "C", "C", "C", "C", "C", "O", "N", "C", "C", "C", "N", "C", "C", "C", "C", "C", "C", "C", "C", "C", "N", "O", "C", "H", "H", "H", "H", "H", "H", "H", "H", "H", "H", "H", "H", "H", "H", "H", "H", "H", "H", "H", "H", "H", "H", "H", "H", "H", "H", "H"],
  "coordinates": [[4.332, 1.757, 0.276], [4.180, 0.958, 1.545], [4.583, 1.371, 2.609], [3.497, -0.358, 1.435], [3.170, -1.024, 2.618], [2.488, -2.221, 2.574], [2.136, -2.793, 1.360], [2.497, -2.160, 0.176], [2.265, -2.649, -1.082], [1.520, -3.837, -1.225], [0.072, -3.621, -0.920], [-0.765, -2.594, -1.247], [-2.011, -2.981, -0.679], [-3.292, -2.219, -0.802], [-4.367, -2.733, -1.013], [-3.083, -0.893, -0.681], [-4.072, 0.124, -0.960], [-3.857, 0.682, -2.373], [-2.420, 1.213, -2.512], [-1.835, 1.445, -1.201], [-0.511, 2.036, -1.276], [0.151, 2.053, 0.078], [0.098, 0.935, 0.901], [0.660, 0.962, 2.163], [1.313, 2.099, 2.610], [1.395, 3.208, 1.787], [0.809, 3.188, 0.533], [-2.766, 2.191, -0.368], [-3.920, 1.265, 0.051], [-1.891, -4.132, -0.074], [-0.608, -4.533, -0.207], [3.162, -0.937, 0.219], [4.986, 1.233, -0.417], [4.766, 2.725, 0.511], [3.360, 1.898, -0.193], [3.450, -0.572, 3.557], [2.219, -2.726, 3.489], [1.592, -3.723, 1.359], [1.917, -4.651, -0.607], [1.637, -4.110, -2.280], [-0.531, -1.721, -1.818], [-2.152, -0.510, -0.582], [-5.054, -0.351, -0.882], [-4.579, 1.482, -2.539], [-4.042, -0.097, -3.112], [-1.794, 0.481, -3.032], [-2.422, 2.136, -3.119], [-0.537, 3.059, -1.692], [0.083, 1.418, -1.960], [-0.399, 0.040, 0.556], [0.589, 0.093, 2.799], [1.760, 2.119, 3.592], [1.909, 4.095, 2.125], [0.860, 4.064, -0.098], [-2.236, 2.552, 0.514], [-3.154, 3.070, -0.910], [-4.848, 1.833, 0.110], [-3.723, 0.837, 1.034], [3.412, -0.475, -0.722]],
  "homo_lumo_gap_ev": 9.19,
  "fmax_ev_per_a": 1.4,
  "lumo_ev": 0.2,
  "de_lowest_kj_mol": 279.2,
  "smiles": "CC(=O)c1cccc(OCc2cc(C(=O)NC3CCN(Cc4ccccc4)CC3)no2)c1",
  "charge": 0
}

Copy entry 1 word for word.
{
  "formula": "C25H27MgN9O3S3",
  "method": "the ωB97M-V functional and the def2-TZVPD basis",
  "species": ["Mg", "C", "C", "N", "C", "S", "N", "N", "C", "C", "C", "C", "C", "C", "C", "N", "H", "H", "H", "H", "H", "H", "H", "H", "H", "H", "H", "H", "H", "C", "C", "N", "N", "C", "N", "S", "C", "C", "C", "C", "C", "N", "H", "H", "H", "H", "H", "H", "H", "H", "H", "H", "O", "C", "N", "S", "O", "O", "C", "C", "C", "C", "C", "C", "H", "H", "H", "H"],
  "coordinates": [[-0.503, 0.186, 0.074], [4.205, -0.929, 4.396], [3.097, -1.770, 3.767], [1.830, -1.077, 3.767], [1.150, -0.617, 2.697], [1.714, -0.908, 1.119], [0.062, 0.086, 3.051], [-0.589, 0.679, 2.054], [-1.586, 1.471, 2.309], [-2.131, 1.685, 3.690], [-2.096, 2.240, 1.173], [-3.114, 3.184, 1.304], [-3.499, 3.914, 0.194], [-2.860, 3.699, -1.018], [-1.857, 2.746, -1.067], [-1.488, 2.037, -0.010], [5.144, -1.484, 4.384], [3.969, -0.681, 5.432], [4.340, -0.001, 3.840], [2.994, -2.706, 4.324], [3.335, -2.008, 2.733], [1.406, -0.872, 4.658], [-1.611, 1.025, 4.378], [-3.200, 1.462, 3.714], [-1.984, 2.721, 4.004], [-3.609, 3.331, 2.253], [-4.292, 4.646, 0.275], [-3.147, 4.242, -1.906], [-1.325, 2.534, -1.986], [2.591, -0.576, -2.939], [1.606, 0.122, -2.051], [0.379, -0.217, -1.912], [-0.048, -1.328, -2.585], [-1.238, -1.346, -3.251], [-1.612, -2.571, -3.698], [-1.988, 0.057, -3.687], [2.061, 1.271, -1.259], [3.287, 1.887, -1.494], [3.723, 2.868, -0.621], [2.920, 3.201, 0.457], [1.693, 2.570, 0.584], [1.274, 1.626, -0.245], [2.168, -1.470, -3.387], [3.480, -0.850, -2.371], [2.881, 0.093, -3.751], [0.520, -2.160, -2.561], [-1.402, -3.356, -3.096], [-2.572, -2.577, -4.003], [3.894, 1.602, -2.341], [4.675, 3.356, -0.777], [3.238, 3.938, 1.181], [1.021, 2.817, 1.398], [-0.592, -2.839, 1.811], [-1.590, -2.310, 1.371], [-1.653, -1.504, 0.255], [-3.206, -1.189, -0.129], [-3.656, -2.033, -1.208], [-3.439, 0.218, -0.286], [-3.942, -1.839, 1.351], [-5.256, -1.888, 1.770], [-5.526, -2.600, 2.933], [-4.512, -3.267, 3.614], [-3.201, -3.227, 3.162], [-2.930, -2.492, 2.022], [-6.041, -1.396, 1.212], [-6.540, -2.649, 3.308], [-4.759, -3.831, 4.505], [-2.401, -3.763, 3.655]],
  "homo_lumo_gap_ev": 6.61,
  "fmax_ev_per_a": 1.5,
  "lumo_ev": -0.5,
  "de_lowest_kj_mol": 74.2,
  "charge": 0
}